(1)
70
Properties=species:S:1:pos:R:3:lowdin_charge:R:1 method="wB97M-V/def2-TZVPD" homo_energy_ev="-3.571 / -4.395" multiplicity=2 lumo_energy_ev="2.15 / 2.19" e_above_lowest_kj_mol=28.9 gap_ha="0.21040 / 0.24188" charge=-1
Co -0.81 1.14 -0.70 -0.213
N -0.94 1.64 3.60 0.046
C -0.16 1.20 2.60 -0.132
N -0.85 1.21 1.48 0.097
C -2.06 1.69 1.86 -0.313
N -2.17 1.96 3.15 0.140
C -3.07 1.89 0.84 -0.174
C -4.39 2.25 1.11 -0.072
N -5.28 2.45 0.15 0.075
C -4.83 2.29 -1.10 -0.117
C -3.53 1.94 -1.39 -0.132
N -2.62 1.74 -0.42 -0.010
H -0.72 1.72 4.57 0.151
H 0.86 0.89 2.73 0.121
H -4.71 2.36 2.13 0.115
H -5.53 2.46 -1.91 0.104
H -3.18 1.82 -2.41 0.079
S 1.30 0.49 -0.81 0.666
C 1.36 -0.52 -2.22 -0.650
C 2.58 -1.08 -2.62 -0.074
C 2.67 -1.93 -3.71 -0.215
C 3.94 -2.50 -4.06 -0.195
N 4.97 -2.95 -4.31 0.141
C 1.52 -2.21 -4.47 -0.218
C 0.31 -1.64 -4.09 -0.093
C 0.19 -0.81 -2.97 -0.689
S -1.36 -0.18 -2.51 0.660
C 1.57 -3.08 -5.60 -0.195
N 1.58 -3.78 -6.52 0.141
H 3.47 -0.85 -2.05 0.109
H -0.58 -1.87 -4.66 0.111
C 1.42 -4.13 0.96 -0.016
N 0.58 -2.95 0.78 -0.082
N 0.04 -2.45 1.97 0.050
C -1.30 -2.05 1.75 -0.416
O -1.98 -1.47 2.58 0.038
C -1.58 -2.47 0.39 0.051
C -0.46 -3.02 -0.12 -0.273
C -0.27 -3.68 -1.44 -0.007
C 0.91 -1.82 2.87 -0.215
C 2.14 -1.32 2.45 -0.050
C 2.96 -0.66 3.35 -0.089
C 2.57 -0.49 4.67 -0.108
C 1.34 -1.00 5.09 -0.099
C 0.51 -1.66 4.20 -0.024
H 2.23 -3.89 1.64 0.081
H 1.85 -4.40 0.00 0.091
H 0.84 -4.97 1.36 0.099
H -2.50 -2.27 -0.13 0.113
H -1.11 -3.44 -2.08 0.086
H -0.20 -4.76 -1.33 0.089
H 0.64 -3.32 -1.92 0.076
H 2.41 -1.39 1.40 0.093
H 3.91 -0.26 3.01 0.106
H 3.21 0.03 5.37 0.095
H 1.03 -0.88 6.12 0.099
H -0.45 -2.05 4.50 0.114
C 0.98 3.92 0.51 -0.240
Si -0.11 3.30 -0.93 0.447
C 0.88 3.58 -2.51 -0.240
C -1.50 4.61 -1.01 -0.237
H 1.36 4.93 0.32 0.016
H 1.83 3.25 0.66 0.004
H 0.40 3.95 1.44 0.005
H 1.12 4.63 -2.67 0.015
H 0.32 3.22 -3.38 0.018
H 1.81 3.01 -2.48 0.003
H -1.07 5.61 -1.14 0.017
H -2.10 4.62 -0.10 0.013
H -2.17 4.43 -1.85 0.010

***

(2)
83
Properties=species:S:1:pos:R:3:lowdin_charge:R:1 method="wB97M-V/def2-TZVPD" homo_energy_ev=-6.595 lumo_energy_ev=-0.02 e_above_lowest_kj_mol=1335.0 gap_ha=0.24147 charge=-1
C 1.38 -3.19 5.17 -0.114
C 1.98 -3.16 3.68 -0.179
C 1.69 -1.72 2.98 -0.135
N 0.38 -1.55 2.44 0.141
C 0.31 -0.21 1.91 -0.094
C -1.10 0.21 1.30 -0.053
C -2.30 -0.84 1.32 -0.154
C -2.80 -1.32 -0.11 -0.174
C -1.90 -1.85 -1.26 -0.015
C -2.58 -2.30 -2.57 -0.030
C -4.13 -2.25 -2.81 -0.016
C -5.05 -1.70 -1.67 -0.223
C -6.64 -1.57 -1.76 -0.117
C -4.35 -1.24 -0.37 -0.023
C -1.33 1.62 0.71 -0.107
C -2.80 1.94 0.14 -0.065
C -0.20 2.73 0.68 -0.143
S -0.54 4.38 -0.05 0.841
O 0.71 5.16 -0.43 -0.325
O -1.32 4.23 -1.35 -0.317
C -1.57 5.52 1.03 -0.324
F -1.04 6.84 0.83 0.052
F -2.91 5.57 0.54 0.050
C -1.65 5.10 2.58 -0.205
F -2.36 3.85 2.65 0.079
F -0.35 4.97 3.16 0.084
C -2.48 6.12 3.51 -0.313
F -3.86 5.93 3.28 0.113
F -2.24 5.70 4.86 0.075
F -2.05 7.46 3.44 0.120
C 1.17 2.31 1.31 -0.030
C 2.40 3.36 1.39 -0.142
C 3.38 3.22 0.08 -0.220
O 4.05 4.50 -0.04 -0.115
C 1.42 0.86 1.90 -0.102
N 2.73 0.60 2.43 0.128
C 2.87 -0.70 2.98 -0.138
C 4.31 -1.04 3.64 -0.131
C 4.34 -0.55 5.17 -0.273
N 4.72 -1.61 6.15 -0.040
H 2.19 -3.29 5.98 0.055
H 0.69 -4.11 5.26 0.081
H 0.71 -2.27 5.36 0.085
H 1.35 -3.92 3.07 0.116
H 3.06 -3.50 3.58 0.097
H -3.19 -0.30 1.84 0.107
H -2.10 -1.77 1.97 0.112
H -0.76 -1.89 -1.10 0.108
H -1.97 -2.70 -3.46 0.082
H -4.62 -2.61 -3.77 0.094
H -7.13 -2.61 -1.82 0.081
H -7.11 -1.07 -0.83 0.069
H -6.97 -0.92 -2.65 0.081
H -5.02 -0.86 0.48 0.091
H -3.63 1.39 0.69 0.073
H -2.78 1.74 -0.99 0.116
H -3.01 3.07 0.25 0.059
H 2.04 4.43 1.54 0.099
H 3.09 3.11 2.29 0.111
H 2.80 2.90 -0.85 0.133
H 4.20 2.45 0.36 0.123
H 3.85 4.93 -0.90 0.094
H 4.64 -2.12 3.46 0.104
H 5.05 -0.38 3.05 0.115
H 3.29 -0.14 5.42 0.118
H 5.11 0.29 5.24 0.117
H 5.04 -1.15 7.03 0.070
H 3.82 -2.05 6.44 0.039
C 3.13 -4.76 -8.06 -0.649
F 3.98 -5.80 -7.98 0.112
F 3.88 -3.64 -8.13 0.104
F 2.51 -4.87 -9.26 0.104
S 1.94 -4.72 -6.67 0.584
O 2.77 -4.58 -5.49 -0.299
O 1.21 -5.97 -6.77 -0.298
N 1.16 -3.41 -7.14 -0.295
S -0.02 -3.00 -6.16 0.576
O 0.38 -2.49 -4.86 -0.307
O -1.18 -3.87 -6.15 -0.303
C -0.56 -1.52 -7.08 -0.648
F -0.95 -1.82 -8.34 0.105
F 0.43 -0.61 -7.21 0.106
F -1.60 -0.89 -6.50 0.112

***

(3)
66
Properties=species:S:1:pos:R:3:lowdin_charge:R:1 method="wB97M-V/def2-TZVPD" homo_energy_ev="-9.327 / -9.331" lumo_energy_ev="-3.57 / -3.57" gap_ha="0.21167 / 0.21183" charge=+1
Pt 0.30 -0.15 -1.73 0.906
C -1.09 3.87 -1.82 -0.001
C -0.95 2.38 -1.74 -0.251
N 0.26 1.84 -1.58 -0.178
N 1.37 2.54 -1.55 0.003
C 2.50 1.93 -1.61 -0.799
N 3.67 2.61 -1.49 0.102
S 2.64 0.18 -1.85 0.615
C -2.04 1.49 -1.78 -0.208
C -3.40 1.89 -1.69 0.013
C -4.39 0.95 -1.76 -0.032
C -4.06 -0.40 -1.92 -0.022
C -2.73 -0.74 -2.01 -0.128
N -1.75 0.15 -1.95 -0.063
H -0.11 4.34 -1.82 0.075
H -1.64 4.22 -0.94 0.085
H -1.64 4.17 -2.71 0.096
H 3.62 3.61 -1.62 0.111
H 4.52 2.15 -1.77 0.092
H -3.63 2.93 -1.56 0.119
H -5.43 1.24 -1.71 0.119
H -4.82 -1.16 -1.99 0.115
H -2.43 -1.77 -2.17 0.114
N 0.96 -4.35 -2.73 0.186
C 0.89 -3.03 -2.83 -0.601
O 0.24 -2.37 -2.01 -0.157
C 1.62 -2.33 -3.95 -0.583
I 2.40 -3.57 -5.51 0.875
H 0.47 -4.81 -1.98 0.135
H 1.47 -4.91 -3.40 0.033
H 2.46 -1.77 -3.52 -0.013
H 0.94 -1.61 -4.41 0.052
C 3.90 -2.38 2.76 -0.071
C 3.17 -1.46 3.49 -0.068
C 2.08 -0.82 2.93 -0.085
C 1.73 -1.10 1.62 -0.357
C 2.46 -2.02 0.88 -0.121
C 3.54 -2.66 1.45 -0.072
P 0.28 -0.30 0.85 1.014
C 0.26 1.39 1.48 -0.379
C 1.46 2.10 1.60 -0.104
C 1.44 3.43 1.96 -0.067
C 0.23 4.07 2.19 -0.072
C -0.96 3.38 2.04 -0.081
C -0.95 2.05 1.67 -0.107
C -1.14 -1.15 1.60 -0.350
C -1.78 -2.13 0.86 -0.110
C -2.85 -2.82 1.40 -0.075
C -3.28 -2.53 2.68 -0.071
C -2.63 -1.56 3.43 -0.066
C -1.56 -0.87 2.90 -0.087
H 4.75 -2.87 3.20 0.108
H 3.46 -1.23 4.51 0.108
H 1.52 -0.10 3.51 0.106
H 2.18 -2.21 -0.15 0.060
H 4.11 -3.37 0.87 0.106
H 2.40 1.60 1.42 0.108
H 2.37 3.97 2.07 0.109
H 0.22 5.12 2.47 0.107
H -1.90 3.88 2.21 0.107
H -1.88 1.52 1.54 0.105
H -1.42 -2.35 -0.14 0.062
H -3.35 -3.59 0.82 0.105
H -4.11 -3.07 3.11 0.108
H -2.97 -1.33 4.43 0.109
H -1.04 -0.13 3.49 0.107

***

| no. | total energy (eV) |
| --- | --- |
| 1 | -112127.785 |
| 2 | -117604.329 |
| 3 | -70456.336 |